# 1
{
  "formula": "C2H8N4",
  "method": "ωB97M-V/def2-TZVPD",
  "elements": ["C", "N", "C", "N", "H", "H", "H", "H", "H", "H", "N", "N", "H", "H"],
  "coordinates": [[0.41433, -1.72610, 0.41472], [0.77455, 1.07517, 0.83127], [-0.34973, 0.41743, 1.14239], [-0.65107, -0.80111, 0.77495], [0.81663, 1.08290, -0.64419], [0.75588, 2.02807, 1.18496], [-1.16849, 0.96858, 1.61766], [0.66579, -2.30219, 1.31221], [0.03595, -2.42337, -0.33090], [1.32923, -1.26503, 0.03512], [-0.58094, -0.07066, -1.57124], [0.04811, 1.03711, -1.53211], [-0.50040, 1.90685, -1.53058], [-1.58981, 0.07238, -1.70427]],
  "forces_ev_per_angstrom": [[0.01, 0.11, -0.06], [0.32, 0.10, -0.79], [-0.37, -0.36, -0.44], [0.06, 0.38, 0.30], [-0.03, -0.23, 0.70], [-0.05, -0.09, 0.05], [0.03, -0.01, 0.04], [-0.01, 0.04, -0.06], [0.04, 0.01, 0.01], [-0.03, 0.01, 0.01], [0.45, 0.65, 0.11], [-0.32, -0.48, 0.19], [-0.15, -0.20, -0.05], [0.04, 0.11, 0.01]],
  "e_tot_ha": -299.88461,
  "relative_energy_kcal_mol": 91.68,
  "gap_ev": [7.9, 7.9],
  "homo_ev": [-8.3, -8.3],
  "lumo_energy_ev": [-0.393, -0.390]
}

=====

# 2
{
  "formula": "C6H11NO5",
  "method": "ωB97M-V/def2-TZVPD",
  "elements": ["C", "C", "C", "C", "C", "C", "N", "O", "O", "O", "O", "O", "H", "H", "H", "H", "H", "H", "H", "H", "H", "H", "H"],
  "coordinates": [[1.18517, -0.28802, -0.40770], [0.46489, 0.74184, 0.37016], [-1.02938, 1.07033, -0.14191], [-1.74374, -0.13996, -0.73189], [2.69316, 0.13477, -0.44142], [-2.46831, -0.98723, 0.40273], [0.69701, -1.37599, -0.78681], [1.04001, -2.50771, -1.15660], [0.40404, 0.39391, 1.70780], [-0.70065, 2.10875, -1.09869], [3.14219, 1.03943, 0.53152], [-1.48593, -1.58424, 1.16165], [1.04810, 1.63647, 0.30720], [-1.61628, 1.41158, 0.68310], [-1.79524, -0.28566, -1.81443], [2.74167, 0.57464, -1.42995], [3.39302, -0.72525, -0.63370], [-3.00887, -1.80512, -0.15308], [-3.14312, -0.44982, 1.08935], [-0.34243, -0.22770, 1.78430], [-1.55694, 2.42134, -1.41258], [2.90716, 0.85528, 1.43373], [-0.82552, -2.01165, 0.73722]],
  "forces_ev_per_angstrom": [[2.52, 0.68, 0.80], [-3.29, 0.43, -0.46], [2.68, -1.02, -2.08], [-1.30, 1.27, 2.15], [0.22, -2.05, -1.18], [0.05, -0.58, -4.16], [-0.15, -1.12, 0.24], [0.18, 0.74, -0.23], [0.17, -0.43, 1.22], [-1.35, -0.47, 0.37], [0.25, 0.37, -1.21], [-2.22, 1.75, 4.64], [-0.11, 0.66, -0.14], [-0.21, 0.63, 0.77], [-0.05, -0.24, 0.55], [0.20, 1.06, -0.06], [-0.70, 0.28, 0.94], [-0.12, 0.87, 0.69], [0.37, 0.02, -0.50], [0.28, -0.20, 0.30], [0.15, 0.23, -0.33], [-0.42, -0.76, 0.44], [2.87, -2.11, -2.75]],
  "s2": 2.01,
  "e_tot_ha": -665.94501,
  "gap_ev": [8.9, 8.3],
  "spin_multiplicity": 3,
  "homo_ev": [-8.2, -9.5],
  "lumo_energy_ev": [0.733, -1.266]
}

=====

# 3
{
  "formula": "C2H9N2O",
  "method": "ωB97M-V/def2-TZVPD",
  "elements": ["C", "O", "H", "H", "H", "N", "C", "N", "H", "H", "H", "H", "H", "H"],
  "coordinates": [[-1.42360, -0.46239, 2.01653], [-1.39088, -1.20939, 0.91110], [-1.42128, -1.05119, 2.95759], [-2.28923, 0.25188, 2.06165], [-0.54550, 0.24967, 2.10110], [-0.34942, 0.09589, -1.33498], [0.99787, -0.17840, -0.87661], [1.99505, 0.73732, -1.40380], [-0.62699, 1.04428, -1.08299], [-0.97486, -0.46655, -0.71201], [1.26036, -1.16484, -1.25258], [1.10592, -0.21617, 0.21337], [1.75681, 1.69856, -1.17969], [1.90575, 0.67132, -2.41867]],
  "forces_ev_per_angstrom": [[0.29, 0.70, -0.28], [-0.14, -0.59, -0.67], [-0.10, 0.08, 0.31], [-0.17, -0.13, 0.28], [0.04, -0.10, 0.22], [-0.65, -0.01, 0.02], [0.02, 0.00, 0.28], [0.27, 0.08, -0.67], [0.32, 0.02, 0.03], [0.21, -0.06, 0.09], [0.05, -0.20, 0.09], [-0.19, 0.07, 0.00], [-0.09, -0.06, 0.13], [0.13, 0.21, 0.15]],
  "e_tot_ha": -266.32421,
  "relative_energy_kcal_mol": 12.78,
  "gap_ev": 6.9,
  "homo_ev": -2.5,
  "charge": -1,
  "lumo_energy_ev": 4.437
}

=====

# 4
{
  "formula": "C4H7INO3",
  "method": "ωB97M-V/def2-TZVPD",
  "elements": ["C", "O", "C", "N", "C", "I", "C", "O", "O", "H", "H", "H", "H", "H", "H", "H"],
  "coordinates": [[2.06916, -0.42672, 0.12904], [1.82205, 0.94175, 0.60902], [0.57202, 1.50410, 0.02045], [-0.31194, 0.47210, -0.64391], [-1.46053, 0.02377, 0.23129], [-0.98012, -0.23077, 2.35050], [-1.89317, -1.48993, -0.32859], [-2.18626, -1.76834, -1.60098], [-1.92000, -2.63527, 0.63036], [2.12131, -0.49071, -1.06108], [3.14214, -0.79360, 0.50231], [1.30720, -1.23390, 0.56522], [0.94505, 2.22866, -0.85213], [-0.00233, 2.21833, 0.77771], [-0.77920, 1.00163, -1.44039], [-2.44539, 0.67889, 0.11120]],
  "forces_ev_per_angstrom": [[0.94, -1.52, -0.33], [-1.77, -1.17, -1.07], [0.49, 1.39, -1.37], [-0.93, 2.54, 1.09], [-1.70, -1.76, -1.70], [-0.29, 0.40, -0.87], [-1.17, -7.11, -0.22], [1.46, 2.96, 5.34], [0.38, 6.48, -4.05], [-0.40, 0.18, 2.59], [-2.22, 1.29, -0.54], [1.43, 1.95, -1.15], [-0.75, -1.51, 1.63], [1.46, -1.86, -1.08], [0.88, -1.18, 1.20], [2.20, -1.08, 0.52]],
  "e_tot_ha": -734.69644,
  "smiles": "COCN[C@H](I)C(=O)[O-]",
  "relative_energy_kcal_mol": 77.65,
  "gap_ev": 6.8,
  "homo_ev": -3.9,
  "charge": -1,
  "lumo_energy_ev": 2.888
}

=====

# 5
{
  "formula": "C2H12N2O2",
  "method": "ωB97M-V/def2-TZVPD",
  "elements": ["N", "C", "C", "N", "H", "H", "H", "H", "H", "H", "H", "H", "O", "H", "H", "O", "H", "H"],
  "coordinates": [[2.08144, 0.97626, 1.78236], [0.84387, 0.52863, 1.27712], [0.16800, 1.06051, 0.02262], [0.61311, 0.40235, -1.24713], [2.20298, 1.11601, 2.83184], [2.37912, 1.88936, 1.52518], [0.16838, 0.43877, 2.19184], [1.11489, -0.55512, 1.15181], [-0.86840, 0.87497, -0.13452], [0.28376, 2.14523, 0.07493], [0.21685, 0.95082, -2.04540], [1.66552, 0.26233, -1.21119], [-0.92164, -3.01787, -1.22254], [-0.46076, -3.45472, -0.57371], [-0.45544, -2.89713, -2.05542], [-3.15531, 0.17087, -0.74858], [-3.20252, -0.52032, -0.11787], [-2.67384, -0.37095, -1.50133]],
  "forces_ev_per_angstrom": [[3.06, 2.22, 2.22], [-2.03, -3.95, 1.94], [0.94, 0.19, -0.74], [1.62, 0.48, 0.52], [-1.00, -0.99, -1.74], [0.03, 0.90, -1.09], [-0.07, 0.51, -1.45], [-1.07, 0.44, -0.66], [-1.14, -0.05, 1.47], [0.22, 0.33, -0.45], [1.28, -0.71, 0.84], [-1.83, 0.68, -0.86], [-2.66, 1.83, -2.35], [2.15, -1.51, 1.79], [0.43, -0.27, 0.60], [1.70, -0.98, -3.42], [-0.27, -0.95, 1.40], [-1.37, 1.85, 2.01]],
  "e_tot_ha": -343.31393,
  "smiles": "NCCN.O.O",
  "relative_energy_kcal_mol": 49.70,
  "gap_ev": 9.6,
  "homo_ev": -8.7,
  "lumo_energy_ev": 0.813
}

=====

# 6
{
  "formula": "C51H43BrF3N3O6S2",
  "method": "ωB97M-V/def2-TZVPD",
  "elements": ["C", "C", "O", "C", "C", "N", "C", "C", "C", "C", "C", "F", "C", "F", "F", "C", "C", "C", "C", "C", "C", "S", "C", "S", "N", "C", "C", "O", "C", "C", "C", "N", "C", "Br", "H", "H", "H", "H", "H", "H", "H", "H", "H", "H", "H", "H", "H", "H", "H", "H", "H", "H", "H", "H", "H", "H", "H", "H", "H", "H", "H", "O", "C", "C", "C", "C", "C", "C", "C", "C", "O", "C", "C", "C", "C", "C", "C", "H", "H", "H", "H", "H", "H", "H", "H", "O", "C", "C", "C", "C", "C", "C", "C", "C", "O", "C", "C", "C", "C", "C", "C", "H", "H", "H", "H", "H", "H", "H", "H"],
  "coordinates": [[2.60995, -6.39540, 0.66713], [1.74644, -7.28244, -0.45766], [1.92354, -6.57701, -1.73694], [0.64989, -6.09644, -2.29434], [0.16565, -4.62493, -1.68341], [-1.17336, -4.58684, -1.00292], [-1.56566, -3.21942, -0.52014], [-3.06263, -3.08343, 0.19869], [-4.10286, -4.32743, 0.44301], [-4.90830, -4.82564, -0.90514], [-4.98267, -3.71475, -2.10871], [-5.66502, -2.38834, -2.03466], [-4.33202, -4.09544, -3.42495], [-4.36822, -5.51052, -3.86055], [-3.63268, -3.11360, -4.29093], [-3.58722, -1.58479, 0.72407], [-2.62252, -0.26822, 0.57088], [-1.15162, -0.47874, -0.12151], [-0.18669, 0.86342, -0.24278], [1.20726, 0.68387, 0.66379], [2.44032, 1.09173, -0.38989], [4.14439, 0.70401, 0.28742], [5.08146, -0.26577, -1.06598], [5.28430, 0.50131, -2.56949], [5.61742, -1.66530, -0.71108], [6.73353, -2.06732, -1.69056], [7.30162, -3.56783, -1.24852], [7.21449, -3.79474, 0.22122], [7.56431, -2.51376, 0.87773], [6.37580, -1.41341, 0.60727], [-0.57789, -1.93863, -0.70263], [0.78208, -1.90010, -1.34334], [1.07981, -3.28836, -1.83510], [2.85279, -3.52214, -2.81512], [2.23902, -6.56693, 1.76437], [2.49042, -5.26562, 0.30062], [3.76732, -6.63680, 0.51916], [2.35397, -8.30583, -0.54999], [0.62900, -7.44219, -0.14938], [0.79815, -5.99058, -3.47302], [-0.22188, -6.90082, -2.17158], [-4.94577, -3.94807, 1.19851], [-3.58732, -5.24180, 1.01064], [-4.44492, -5.85773, -1.21149], [-6.03643, -5.03766, -0.57809], [-4.65998, -1.45907, 1.20668], [-3.00171, 0.79213, 0.93745], [-0.75834, 1.79406, 0.21087], [0.11415, 1.09371, -1.35369], [1.15296, 1.48182, 1.54247], [1.30676, -0.42056, 1.04098], [2.30898, 2.26145, -0.55972], [2.22528, 0.48523, -1.38642], [6.36251, -2.17323, -2.79584], [7.57917, -1.22869, -1.62994], [8.43120, -3.71905, -1.59241], [6.69385, -4.45310, -1.74694], [8.60014, -2.09760, 0.47043], [7.69783, -2.70285, 2.03428], [6.91276, -0.36473, 0.44865], [5.65904, -1.42085, 1.53436], [-6.14736, -0.72804, 3.64178], [-6.88206, -0.17130, 4.44831], [-7.05407, -0.72196, 5.80819], [-6.35491, -1.87695, 6.18221], [-6.48127, -2.38040, 7.47769], [-7.30212, -1.73391, 8.40142], [-8.01321, -0.59319, 8.02544], [-7.89377, -0.08979, 6.72437], [-8.66354, 1.10693, 6.33033], [-9.44302, 1.63005, 7.11833], [-8.47673, 1.66875, 4.97799], [-9.17506, 2.82518, 4.60606], [-8.97940, 3.38286, 3.34172], [-8.08830, 2.78994, 2.44770], [-7.40219, 1.62914, 2.81118], [-7.60090, 1.06399, 4.07765], [-5.70805, -2.38369, 5.46819], [-5.93420, -3.27472, 7.76792], [-7.39070, -2.11904, 9.41483], [-8.65616, -0.09674, 8.75039], [-9.86865, 3.29640, 5.30051], [-9.51944, 4.28300, 3.05620], [-7.92855, 3.23003, 1.46572], [-6.71063, 1.17068, 2.10608], [6.31595, 8.40706, -2.56198], [5.54970, 7.63833, -3.12956], [5.30630, 6.28679, -2.58534], [5.94112, 5.89158, -1.40064], [5.68533, 4.63114, -0.85881], [4.79688, 3.76452, -1.49491], [4.17695, 4.14963, -2.68471], [4.43696, 5.41089, -3.23433], [3.79046, 5.80273, -4.50258], [3.06962, 5.01260, -5.10113], [4.01806, 7.16027, -5.03609], [3.38078, 7.55486, -6.21994], [3.56316, 8.84738, -6.71387], [4.37935, 9.74742, -6.02929], [5.02687, 9.35150, -4.85699], [4.85004, 8.05285, -4.36193], [6.63156, 6.56486, -0.89564], [6.17557, 4.32749, 0.06357], [4.58783, 2.78709, -1.06582], [3.48850, 3.46581, -3.17849], [2.73821, 6.85924, -6.75716], [3.06438, 9.15321, -7.63099], [4.51391, 10.75792, -6.40909], [5.66494, 10.05935, -4.33028]],
  "forces_ev_per_angstrom": [[-0.08, 0.41, -1.37], [1.96, -0.11, 1.26], [-2.76, -0.18, 0.37], [-0.39, 0.33, -0.85], [-2.05, 1.85, 1.51], [4.33, 4.36, -1.29], [0.00, -0.01, -0.05], [0.54, 3.94, 0.58], [-0.17, 0.83, 0.67], [-1.60, 0.27, 0.56], [1.76, -1.35, -4.30], [2.69, -3.92, 0.29], [-1.23, 1.41, 2.71], [1.02, 4.79, 1.24], [-2.82, -3.79, 2.27], [3.60, -1.41, -1.86], [2.17, -4.08, -1.90], [-2.31, -0.29, 0.77], [-0.18, -0.57, 0.83], [0.03, 0.54, -0.92], [-1.93, 0.06, -0.44], [-0.01, -1.38, -0.88], [-0.15, -0.65, -1.36], [-0.40, -1.70, 2.44], [1.28, 3.37, -0.35], [0.52, -0.74, -0.32], [0.09, -0.39, -0.16], [0.69, 2.43, -1.05], [0.11, 0.07, -0.05], [0.91, 0.27, 0.94], [-1.62, 1.13, 0.94], [-3.59, -6.80, -0.05], [-1.89, 1.27, 1.34], [-2.33, 0.45, 1.32], [0.84, 0.37, -2.16], [0.13, -2.37, 1.20], [-2.61, 0.40, 0.57], [-1.78, 2.01, 0.06], [2.12, 0.35, -0.73], [-0.12, 0.03, 2.67], [1.78, 1.97, 0.11], [2.07, -0.54, -1.64], [-0.97, 1.99, -1.62], [-0.87, 2.40, -0.20], [2.48, 0.36, -0.63], [2.50, -0.46, -1.07], [1.08, -2.51, -0.92], [0.94, -2.05, -1.16], [-0.78, -0.59, 2.11], [0.29, -2.00, -1.73], [-0.09, 2.29, -0.64], [0.59, -2.51, 0.10], [0.77, 1.36, 2.09], [0.55, 0.48, 2.27], [-1.63, -1.86, -0.32], [-2.27, 0.63, 0.68], [1.03, 2.07, 1.11], [-2.10, -0.94, 0.72], [-0.45, 0.28, -2.45], [-0.99, -2.01, 0.89], [1.23, 0.20, -2.06], [-0.35, 0.26, 0.36], [0.80, -0.62, -0.87], [0.15, -0.44, 0.41], [-0.03, -0.10, 0.30], [-0.03, 0.21, -0.30], [-0.14, 0.29, -0.22], [0.16, -0.27, 0.11], [0.19, -0.43, 0.43], [-0.98, 0.67, 1.01], [0.51, -0.34, -0.52], [-0.15, 0.47, -0.44], [0.06, 0.12, -0.28], [0.03, -0.23, 0.30], [0.14, -0.33, 0.19], [-0.17, 0.29, -0.09], [-0.10, 0.48, -0.44], [-0.19, 0.26, 0.06], [-0.10, 0.17, -0.07], [0.00, 0.08, -0.19], [0.10, -0.01, -0.32], [0.22, -0.25, -0.05], [0.10, -0.18, 0.07], [-0.02, -0.11, 0.18], [-0.16, -0.02, 0.29], [-0.43, -0.39, -0.34], [0.91, 0.79, 0.74], [0.14, -0.37, 0.43], [-0.05, -0.27, 0.12], [-0.05, 0.32, -0.26], [-0.15, 0.25, -0.25], [0.14, -0.03, 0.28], [0.05, -0.42, 0.45], [-0.88, -1.03, -0.67], [0.43, 0.52, 0.34], [-0.12, 0.47, -0.48], [0.04, 0.31, -0.10], [0.02, -0.31, 0.22], [0.14, -0.22, 0.32], [-0.16, 0.11, -0.30], [-0.16, 0.49, -0.48], [-0.21, -0.03, -0.25], [-0.09, 0.06, -0.16], [0.12, 0.29, -0.15], [0.18, 0.24, -0.02], [0.19, 0.05, 0.27], [0.09, -0.08, 0.17], [-0.01, -0.19, 0.09], [-0.11, -0.32, -0.01]],
  "e_tot_ha": -6254.15005,
  "smiles": "CCOCc1nc2c(CCC(F)=C(F)F)ccc(CCCSC(=S)N3CCOCC3)c2nc1Br.O=C1c2ccccc2C(=O)c2ccccc21.O=C1c2ccccc2C(=O)c2ccccc21",
  "gap_ev": 6.8,
  "homo_ev": -8.2,
  "lumo_energy_ev": -1.445
}

=====

# 7
{
  "formula": "C4H9NO2",
  "method": "ωB97M-V/def2-TZVPD",
  "elements": ["C", "O", "C", "C", "O", "H", "H", "H", "H", "H", "H", "C", "N", "H", "H", "H"],
  "coordinates": [[-0.99516, 1.60959, -1.18721], [-0.95633, 0.48014, -0.34153], [0.31025, 0.37839, 0.67523], [-0.22270, -0.43339, 1.81947], [1.10139, 1.27558, 0.67572], [-2.01663, 1.99628, -1.21570], [-0.63271, 1.32763, -2.17868], [-0.37076, 2.44625, -0.85903], [-0.51464, -1.41712, 1.45578], [0.52034, -0.49878, 2.61314], [-1.11746, 0.06459, 2.19186], [1.29094, -1.19029, -0.56295], [0.15362, -1.37879, -1.19865], [1.81821, -2.02071, -0.08973], [1.98632, -0.42585, -0.88605], [-0.35469, -2.21352, -0.91167]],
  "forces_ev_per_angstrom": [[0.50, 0.01, 0.05], [1.87, 0.63, 2.88], [-4.07, 3.92, -0.87], [0.49, -0.61, -0.26], [-0.26, -1.56, -0.09], [-0.01, -0.27, -0.16], [-0.23, 0.01, -0.17], [0.14, -0.19, 0.28], [-0.01, 0.03, 0.24], [0.01, -0.10, -0.09], [0.10, 0.14, -0.16], [-0.93, -2.76, -3.32], [2.96, 0.41, 0.57], [-0.44, 0.13, 1.00], [-0.41, 0.43, -0.12], [0.30, -0.19, 0.23]],
  "e_tot_ha": -362.92725,
  "smiles": "COC(C)=O.C=N",
  "relative_energy_kcal_mol": 99.33,
  "gap_ev": 9.0,
  "homo_ev": -9.1,
  "lumo_energy_ev": -0.085
}